DFT (ωB97M-V with the def2-TZVPD basis set) results for 2 unconnected molecules or ions with the total composition C6H5F2NO2.

The geometry in ORCA input format:
```
! wB97M-V def2-TZVPD RIJCOSX def2/J DEFGRID3
* xyz 0 1
C 1.569 -1.337 -1.188
C 0.291 -1.028 -1.152
C -0.572 -1.209 0.005
F -0.312 -2.300 0.712
C -1.739 -0.495 0.202
F -2.598 -0.652 1.150
N -1.922 0.779 -0.473
O -1.036 1.255 -1.144
O -3.051 1.168 -0.370
H 2.071 -1.735 -0.440
H 2.045 -0.962 -2.117
H -0.062 -0.420 -1.897
C 1.352 2.125 1.228
C 1.007 1.459 2.159
H 1.808 2.591 0.358
H 1.149 0.760 2.968
*
```

Its total energy is -636.32194 hartree. As for the energy relative to the best compared isomer or geometry (same formula, charge and spin): 4.529 eV.

---

DFT (ωB97M-V with the def2-TZVPD basis set) results for 2 unconnected molecules or ions with the total composition C18H33BN3O5.

The geometry in ORCA input format:
```
! wB97M-V def2-TZVPD RIJCOSX def2/J DEFGRID3
* xyz 1 1
C -1.410 -4.308 1.434
C -2.900 -3.871 1.349
B -3.268 -3.017 0.046
O -3.718 -1.711 0.264
C -3.192 -3.643 -1.458
C -3.082 -5.114 -1.282
N -3.002 -6.223 -1.268
C -2.084 -3.036 -2.381
C -0.774 -3.112 -1.659
N 0.224 -3.096 -1.161
C -1.891 -3.881 -3.712
O -0.520 -3.773 -4.091
O -0.363 -2.766 -5.039
C -2.478 -1.594 -2.840
C -1.939 -0.437 -2.011
O -2.675 0.364 -1.601
O -0.582 -0.252 -1.789
H -0.704 -3.470 1.438
H -1.271 -4.847 2.383
H -1.144 -5.034 0.655
H -3.094 -3.239 2.231
H -3.576 -4.735 1.448
H -2.952 -1.164 0.477
H -4.174 -3.433 -1.914
H -2.054 -4.952 -3.557
H -2.523 -3.468 -4.504
H 0.011 -2.036 -4.525
H -2.156 -1.411 -3.877
H -3.570 -1.543 -2.876
H -0.471 -0.402 -0.841
C 1.732 5.056 3.641
C 2.010 3.566 3.814
C 3.243 3.079 3.051
C 3.213 3.124 1.528
N 2.196 2.229 0.841
C 0.845 2.921 0.695
C 0.953 3.698 -0.598
C 1.660 2.716 -1.514
C 2.647 1.977 -0.617
C 2.046 0.911 1.533
H 1.566 5.327 2.595
H 0.843 5.341 4.202
H 2.567 5.651 4.014
H 1.123 2.985 3.545
H 2.177 3.373 4.876
H 3.489 2.067 3.381
H 4.095 3.690 3.363
H 4.190 2.788 1.181
H 3.061 4.136 1.155
H 0.082 2.145 0.621
H 0.648 3.548 1.559
H 1.549 4.603 -0.462
H -0.021 3.997 -0.982
H 2.158 3.209 -2.347
H 0.945 2.008 -1.939
H 3.661 2.348 -0.737
H 2.638 0.906 -0.804
H 1.596 1.067 2.510
H 3.030 0.454 1.624
H 1.394 0.280 0.934
*
```

Its total energy is -1270.64722 hartree.

---

DFT (ωB97M-V with the def2-TZVPD basis set) results for a single C11H21NOS molecule.

The geometry in ORCA input format:
```
! wB97M-V def2-TZVPD RIJCOSX def2/J DEFGRID3
* xyz 0 1
C 3.637 3.375 -2.570
C 3.105 2.100 -2.461
C 1.591 1.834 -2.456
N 1.180 1.449 -1.096
C -0.040 0.853 -0.821
O -0.836 0.743 -1.729
C -0.402 0.428 0.612
C -0.902 -1.049 0.541
C 0.093 -1.979 -0.133
C -1.535 1.405 1.051
C -2.137 0.980 2.366
S 1.028 0.633 1.790
C 0.833 -0.576 3.148
C 1.998 -0.393 4.167
H 2.909 4.225 -2.700
H 4.681 3.665 -2.320
H 3.774 1.278 -2.245
H 1.416 1.053 -3.202
H 1.011 2.693 -2.811
H 1.853 1.593 -0.329
H -1.138 -1.424 1.520
H -1.809 -1.125 -0.037
H -0.326 -2.998 -0.172
H 0.288 -1.641 -1.162
H 1.026 -2.007 0.412
H -2.361 1.475 0.332
H -1.102 2.401 1.109
H -1.391 0.961 3.163
H -2.914 1.703 2.637
H -2.672 0.018 2.296
H -0.126 -0.519 3.643
H 0.907 -1.553 2.775
H 2.916 -0.374 3.621
H 1.974 0.544 4.741
H 1.991 -1.250 4.840
*
```

Its total energy is -959.89242 hartree. As for the energy relative to the best compared isomer or geometry (same formula, charge and spin): 0.115 eV.

---

Table of E_LUMO (eV), in record order: -0.752 -2.737 0.744
Table of HOMO-LUMO gap (eV), in record order: 8.991 9.533 9.522
Table of strongest force on any atom (eV Å⁻¹), in record order: 5.04 5.81 3.32